{"formula": "C54H52FN9OPTl", "method": "the ωB97M-V functional and the def2-TZVPD basis", "total_charge": 2, "homo_ev": -12.5, "lumo_energy_ev": -5.2640, "elements": ["Tl", "C", "N", "C", "N", "C", "C", "C", "C", "C", "C", "C", "C", "C", "C", "C", "C", "C", "C", "P", "C", "N", "C", "C", "N", "C", "C", "C", "C", "C", "C", "C", "C", "C", "C", "C", "C", "C", "C", "N", "C", "C", "N", "C", "C", "C", "C", "C", "C", "C", "C", "C", "C", "C", "C", "C", "H", "H", "H", "H", "H", "H", "H", "H", "H", "H", "H", "H", "H", "H", "H", "H", "H", "H", "H", "H", "H", "H", "H", "H", "H", "H", "H", "H", "H", "H", "H", "H", "H", "H", "H", "H", "H", "H", "H", "F", "N", "C", "H", "O", "C", "C", "C", "C", "C", "N", "N", "H", "H", "H", "H", "H", "H", "H", "H", "H", "H", "H", "H"], "coordinates": [[-0.50796, -0.52243, -0.19877], [3.65178, 2.93894, -1.90675], [2.65407, 1.88342, -2.04945], [1.92153, 1.32083, -1.06176], [1.11779, 0.39121, -1.56910], [1.32281, 0.36317, -2.92814], [2.27775, 1.30567, -3.23720], [2.92065, 1.60099, -4.52815], [3.48905, 0.56049, -5.25930], [4.09422, 0.81824, -6.47896], [4.13455, 2.11325, -6.97569], [3.56542, 3.15322, -6.25396], [2.95935, 2.89917, -5.03369], [0.61543, -0.46926, -3.91918], [0.03897, 0.15376, -5.02562], [-0.53088, -0.60201, -6.03652], [-0.51832, -1.98910, -5.96068], [0.04896, -2.61379, -4.86208], [0.60536, -1.85662, -3.84234], [2.12654, 1.77314, 0.67874], [2.02112, 0.13080, 1.47272], [1.03005, -0.76422, 1.41737], [1.33075, -1.79032, 2.28822], [2.54588, -1.50780, 2.86570], [2.95923, -0.30710, 2.33536], [4.21823, 0.35929, 2.66530], [3.37978, -2.30004, 3.78564], [3.75435, -1.79383, 5.02857], [4.55048, -2.54921, 5.87556], [4.97655, -3.81135, 5.48531], [4.59875, -4.32336, 4.25177], [3.80174, -3.57096, 3.40387], [0.43511, -2.92076, 2.59561], [0.41161, -3.44313, 3.89015], [-0.42010, -4.50398, 4.20875], [-1.24647, -5.06439, 3.24464], [-1.24046, -4.54803, 1.95858], [-0.40744, -3.48516, 1.64335], [0.47673, 2.37045, 1.11453], [-0.64739, 1.67124, 1.04524], [-1.61382, 2.41593, 1.67510], [-1.04556, 3.58755, 2.13607], [0.27473, 3.53875, 1.77340], [1.25819, 4.59555, 1.98662], [-1.66754, 4.74830, 2.79195], [-1.14860, 5.27556, 3.97317], [-1.77380, 6.34700, 4.59203], [-2.91941, 6.89751, 4.03511], [-3.43806, 6.37918, 2.85649], [-2.81658, 5.30800, 2.23589], [-2.99810, 1.96030, 1.89987], [-3.62225, 2.17867, 3.12602], [-4.89224, 1.67141, 3.35790], [-5.56930, 0.97650, 2.36381], [-4.95476, 0.76721, 1.13732], [-3.64678, 1.19129, 0.93151], [4.10477, 2.87754, -0.92115], [3.19433, 3.91810, -2.03692], [4.41572, 2.79886, -2.66631], [3.45013, -0.45018, -4.87234], [4.53664, 0.00744, -7.04171], [4.60698, 2.31226, -7.92811], [3.58824, 4.16160, -6.64431], [2.48913, 3.70915, -4.48879], [0.03866, 1.23435, -5.09210], [-0.97347, -0.10799, -6.89110], [-0.94665, -2.57900, -6.76056], [0.06486, -3.69465, -4.80078], [1.06866, -2.35244, -3.00275], [4.96204, -0.40112, 2.88507], [4.09453, 1.00179, 3.53484], [4.54565, 0.95344, 1.81807], [3.40497, -0.81777, 5.34425], [4.83285, -2.15617, 6.84270], [5.60068, -4.39823, 6.14539], [4.92596, -5.30961, 3.95164], [3.49131, -3.97135, 2.44627], [1.02973, -3.00534, 4.66170], [-0.42646, -4.89006, 5.21897], [-1.89130, -5.89539, 3.49566], [-1.87862, -4.98107, 1.19823], [-0.39646, -3.11749, 0.62970], [0.74481, 5.55296, 1.99174], [1.98246, 4.58321, 1.17687], [1.77426, 4.46069, 2.93566], [-0.26986, 4.83275, 4.42683], [-1.37069, 6.74799, 5.51205], [-3.40911, 7.73071, 4.52071], [-4.32524, 6.81406, 2.41654], [-3.21384, 4.90778, 1.31152], [-3.11678, 2.73608, 3.90369], [-5.36069, 1.82901, 4.32028], [-6.57363, 0.61706, 2.54265], [-5.47322, 0.22921, 0.35398], [-3.24799, 1.21044, -0.07711], [-1.73178, 0.63965, -1.46042], [2.53212, -3.42486, -0.74049], [1.59827, -2.73980, -0.75484], [3.32701, -4.03171, -0.79400], [-2.65692, -1.24260, 2.60958], [-2.34740, -0.79693, 1.62578], [-3.45370, -3.94653, -2.77788], [-3.57057, -2.42442, -2.77053], [-3.91920, -1.91060, -4.16265], [-4.63921, -1.96522, -1.77169], [-2.24492, -1.84112, -2.47481], [-1.75419, -2.19192, -1.17769], [-4.33083, -4.39050, -3.24707], [-3.38832, -4.36333, -1.76858], [-2.57366, -4.25505, -3.34535], [-4.86317, -2.33989, -4.49651], [-3.13725, -2.17947, -4.87201], [-4.02193, -0.82336, -4.16151], [-5.61611, -2.35508, -2.05797], [-4.69805, -0.87497, -1.75346], [-4.46017, -2.32495, -0.75186], [-2.27467, -0.82225, -2.49236], [-1.26100, -3.07937, -1.24397], [-2.52935, -2.32346, -0.52052]], "atomic_forces_ev_per_a": [[0.0, 0.9, -0.6], [0.0, 0.0, 0.0], [-0.1, 0.1, 0.0], [0.1, -0.2, 0.0], [0.1, -0.1, 0.0], [-0.1, 0.2, 0.0], [0.1, -0.2, 0.0], [0.0, 0.1, 0.0], [0.0, 0.0, 0.0], [0.0, 0.0, 0.0], [0.0, 0.0, 0.0], [0.0, 0.0, 0.0], [0.0, 0.0, 0.0], [0.0, -0.1, 0.0], [-0.1, 0.0, 0.0], [0.0, 0.0, 0.0], [0.0, 0.0, 0.0], [0.0, 0.0, 0.0], [0.1, 0.0, -0.1], [0.0, 0.1, 0.0], [0.0, -0.1, -0.1], [0.0, 0.0, 0.1], [-0.1, 0.1, 0.0], [0.0, -0.1, -0.1], [0.0, 0.0, 0.0], [0.0, 0.0, 0.0], [0.0, 0.0, 0.0], [0.0, 0.0, 0.0], [0.0, 0.0, 0.0], [0.0, 0.0, 0.0], [0.0, 0.0, 0.0], [0.0, 0.0, 0.0], [0.0, 0.0, 0.0], [-0.1, 0.1, 0.0], [0.0, 0.0, 0.0], [0.0, 0.0, 0.0], [0.0, 0.0, 0.0], [0.0, 0.0, 0.0], [0.0, -0.2, 0.2], [-0.1, 0.0, 0.0], [0.0, 0.1, 0.1], [0.0, 0.1, -0.2], [0.0, 0.0, -0.1], [0.0, 0.0, 0.0], [0.0, 0.0, 0.0], [0.0, 0.0, 0.0], [0.0, 0.0, 0.0], [0.0, 0.0, 0.0], [0.0, 0.0, 0.0], [0.0, 0.1, 0.0], [0.3, -0.4, 0.1], [0.0, -0.1, 0.0], [0.0, 0.1, 0.0], [0.1, -0.1, -0.1], [0.0, -0.3, 0.3], [-0.7, 1.4, -0.7], [0.0, 0.0, 0.0], [0.0, 0.0, 0.0], [0.0, 0.0, 0.0], [0.0, 0.0, 0.0], [0.0, 0.0, 0.0], [0.0, 0.0, 0.0], [0.0, 0.0, 0.0], [0.0, 0.0, 0.0], [0.0, 0.0, 0.0], [0.0, 0.0, 0.0], [0.0, 0.0, 0.0], [0.0, 0.0, 0.0], [0.0, 0.0, 0.0], [0.0, 0.0, 0.0], [0.0, 0.0, 0.0], [0.0, 0.0, 0.0], [0.0, 0.0, 0.0], [0.0, 0.0, 0.0], [0.0, 0.0, 0.0], [0.0, 0.0, 0.0], [0.0, 0.0, 0.0], [0.0, 0.0, 0.0], [0.0, 0.0, 0.0], [0.0, 0.0, 0.0], [0.0, 0.0, 0.0], [0.1, 0.0, 0.0], [0.0, 0.0, 0.0], [0.0, 0.0, 0.0], [0.0, 0.0, 0.0], [0.0, 0.0, 0.0], [0.0, 0.0, 0.0], [0.0, 0.0, 0.0], [0.0, 0.0, 0.0], [0.0, 0.0, 0.0], [0.0, 0.0, 0.0], [0.0, 0.0, 0.0], [0.0, 0.0, 0.0], [0.0, 0.1, 0.0], [0.2, -0.5, 0.1], [0.0, -0.1, 0.1], [0.0, 0.0, -0.1], [0.1, -0.2, 0.1], [0.0, 0.0, 0.0], [-0.2, 0.2, 0.1], [0.3, -0.7, 0.4], [0.0, 0.0, 0.0], [-0.1, 0.0, 0.0], [0.0, 0.0, 0.0], [0.0, 0.0, 0.0], [0.1, -0.1, -0.1], [-0.1, 0.0, 0.2], [0.0, 0.0, 0.0], [0.0, 0.0, 0.0], [0.0, 0.0, 0.0], [0.0, 0.0, 0.0], [0.0, 0.0, 0.0], [0.0, 0.0, 0.0], [0.0, 0.0, 0.0], [0.0, 0.0, 0.0], [0.0, 0.0, 0.0], [0.0, 0.0, 0.0], [0.1, 0.0, -0.1], [0.0, -0.1, 0.0]]}